# 1
Density functional theory data (the ωB97M-V functional and the def2-TZVPD basis) for an isolated ion of composition C17H17F3N and charge +1.

Results
- ΔE to the lowest compared entry with this formula, charge and spin: 21.4 kcal per mole
- Charge: +1
- SMILES string: C=CC[NH2+][C@H](c1ccccc1)c1ccc(C(F)(F)F)cc1

Geometry as XYZ:
```
38
C17H17F3N the ωB97M-V functional and the def2-TZVPD basis
C 0.94 -3.64 3.87
C 0.22 -2.59 3.42
C 0.88 -1.39 2.69
N 0.05 -0.71 1.53
H 0.51 -4.50 4.41
H 2.00 -3.72 3.64
H -0.88 -2.50 3.60
H 1.20 -0.67 3.47
H 1.78 -1.77 2.21
H -0.50 -1.47 1.11
H -0.69 -0.16 2.01
F -3.98 -0.03 -4.46
C -2.88 -0.86 -4.53
F -3.34 -2.15 -4.56
F -2.28 -0.61 -5.73
C -1.96 -0.62 -3.37
C -1.46 -1.69 -2.65
C -0.62 -1.48 -1.55
C -0.30 -0.20 -1.10
C 0.60 -0.06 0.19
C 0.93 1.39 0.52
C 2.22 1.59 1.00
C 2.59 2.86 1.44
C 1.70 3.93 1.34
C 0.45 3.74 0.75
C 0.04 2.46 0.39
C -0.65 0.86 -1.98
C -1.54 0.67 -3.06
H -1.69 -2.70 -2.94
H -0.17 -2.34 -1.06
H 1.57 -0.62 -0.06
H 2.91 0.74 1.01
H 3.60 2.99 1.83
H 2.02 4.93 1.65
H -0.21 4.59 0.55
H -0.98 2.33 -0.03
H -0.23 1.86 -1.88
H -1.86 1.52 -3.66
```

# 2
Density functional theory data (the ωB97M-V functional and the def2-TZVPD basis) for a 2-piece molecular cluster, C5H8NO overall.

Results
- ΔE to the lowest compared entry with this formula, charge and spin: 121.6 kcal per mole
- Charge: +1

Geometry as XYZ:
```
15
C5H8NO the ωB97M-V functional and the def2-TZVPD basis
C 3.43 -0.82 0.53
C 2.67 -0.30 -0.46
C 1.76 0.70 -0.25
C 0.83 1.52 -0.06
C -3.63 -0.53 -0.12
N -2.33 -0.04 -0.32
O -1.73 0.51 0.58
H 4.15 -1.60 0.33
H 3.34 -0.49 1.55
H 2.79 -0.65 -1.48
H -0.21 1.12 0.18
H 0.83 2.60 -0.05
H -4.26 -0.03 -0.86
H -4.02 -0.42 0.89
H -3.62 -1.58 -0.45
```

# 3
Density functional theory data (the ωB97M-V functional and the def2-TZVPD basis) for a 12-piece molecular cluster, H26NO11 overall.

Results
- ΔE to the lowest compared entry with this formula, charge and spin: 94.6 kcal per mole
- Charge: +1

Geometry as XYZ:
```
38
H26NO11 the ωB97M-V functional and the def2-TZVPD basis
N 0.05 -0.09 0.41
H -0.82 -0.18 0.98
H 0.76 0.18 1.06
H -0.04 0.66 -0.22
H 0.44 -1.04 0.07
O 1.92 -3.67 1.36
H 1.47 -3.50 0.57
H 2.44 -2.84 1.54
O 0.40 2.28 -2.41
H 0.35 2.90 -1.76
H -0.04 2.66 -3.34
O -0.39 0.28 3.74
H 0.27 -0.40 4.00
H -1.39 -0.11 3.79
O 0.81 -3.06 -1.04
H 1.71 -2.91 -1.53
H 0.26 -3.59 -1.62
O -2.92 -0.51 3.09
H -3.68 -0.58 3.85
H -3.15 -0.16 2.23
O 2.49 0.61 -2.12
H 2.20 -0.13 -2.64
H 1.87 1.24 -2.25
O -1.95 1.58 -3.64
H -1.35 1.09 -2.86
H -2.43 1.05 -4.20
O -1.32 -0.37 -1.80
H -1.59 -1.02 -2.51
H -1.91 0.24 -1.36
O 2.87 -1.25 2.20
H 3.72 -0.98 1.60
H 3.40 -1.39 2.96
O -2.83 1.17 -0.13
H -2.84 1.97 0.47
H -2.63 1.80 -0.82
O 1.42 2.39 0.60
H 1.73 2.57 1.49
H 0.72 3.09 0.26
```

# 4
Density functional theory data (the ωB97M-V functional and the def2-TZVPD basis) for a 9-piece molecular cluster, C63H137N7O9 overall.

Results
- ΔE to the lowest compared entry with this formula, charge and spin: 53.5 kcal per mole
- SMILES string: CC1(C)CCCC(C)(C)N1O.CC1(C)CCCC(C)(C)N1O.CC1(C)CCCC(C)(C)N1O.CC1(C)CCCC(C)(C)N1O.CC1(C)CCCC(C)(C)N1O.CC1(C)CCCC(C)(C)N1O.CC1(C)CCCC(C)(C)N1O.O.O

Geometry as XYZ:
```
216
C63H137N7O9 the ωB97M-V functional and the def2-TZVPD basis
C 13.64 26.12 11.18
C 13.26 27.53 10.86
C 11.69 27.69 11.12
C 11.39 27.74 12.57
C 12.24 28.81 13.30
C 13.75 28.69 13.16
N 13.98 28.50 11.70
O 15.34 28.44 11.50
C 14.35 30.04 13.61
C 14.23 27.64 14.17
C 13.60 27.76 9.32
H 13.27 25.40 10.44
H 13.39 25.93 12.22
H 14.70 25.87 11.09
H 11.24 28.62 10.76
H 11.19 26.94 10.50
H 11.44 26.75 13.02
H 10.34 28.05 12.62
H 11.97 28.70 14.35
H 11.91 29.76 12.88
H 14.03 30.22 14.64
H 15.43 30.01 13.68
H 14.04 30.94 13.08
H 13.88 26.64 13.89
H 15.27 27.41 13.94
H 14.28 27.91 15.22
H 14.66 27.62 9.12
H 13.34 28.77 8.99
H 12.96 27.21 8.63
H 15.53 27.54 11.77
C 6.91 30.08 2.52
C 7.70 31.36 2.24
C 7.25 31.98 0.87
C 5.89 32.83 0.96
C 5.92 33.85 2.08
C 6.32 33.21 3.40
N 7.55 32.37 3.26
O 8.19 32.09 4.52
C 6.57 34.53 4.28
C 5.09 32.42 4.02
C 9.17 30.93 2.03
H 6.92 29.38 1.69
H 5.86 30.26 2.76
H 7.36 29.56 3.37
H 8.01 32.61 0.42
H 6.97 31.18 0.19
H 5.14 32.10 1.25
H 5.69 33.39 0.04
H 4.89 34.18 2.16
H 6.57 34.67 1.76
H 6.72 34.24 5.32
H 7.41 35.10 3.89
H 5.65 35.11 4.35
H 4.39 32.04 3.27
H 5.44 31.71 4.78
H 4.40 32.98 4.66
H 9.55 30.46 2.94
H 9.73 31.82 1.72
H 9.25 30.20 1.22
H 8.92 32.71 4.52
C 11.29 22.21 2.65
C 10.10 21.34 3.14
C 8.82 22.30 3.13
C 7.48 21.57 3.26
C 7.44 20.47 2.27
C 8.60 19.46 2.29
N 9.94 20.19 2.22
O 11.04 19.31 2.20
C 8.39 18.53 3.47
C 8.49 18.71 1.00
C 10.36 20.92 4.62
H 12.20 21.72 3.00
H 11.32 23.24 3.00
H 11.42 22.16 1.57
H 8.94 23.09 3.87
H 8.78 22.86 2.20
H 6.72 22.29 2.97
H 7.31 21.29 4.30
H 7.41 20.98 1.31
H 6.54 19.91 2.49
H 9.33 18.04 3.73
H 8.10 19.09 4.36
H 7.63 17.76 3.30
H 7.56 18.14 1.11
H 8.44 19.35 0.12
H 9.35 18.06 0.80
H 9.49 20.43 5.05
H 10.50 21.86 5.15
H 11.24 20.30 4.78
H 11.59 19.85 1.63
C 7.00 18.91 7.47
C 8.03 19.05 8.70
C 9.27 19.91 8.27
C 10.28 20.31 9.38
C 9.46 21.09 10.42
C 8.14 20.36 10.89
N 7.39 19.68 9.88
O 6.29 18.98 10.34
C 8.55 19.33 11.97
C 7.23 21.42 11.54
C 8.61 17.63 9.01
H 6.13 18.30 7.72
H 7.34 18.65 6.47
H 6.57 19.89 7.29
H 9.77 19.34 7.49
H 8.98 20.87 7.83
H 11.11 20.91 8.99
H 10.84 19.47 9.80
H 9.09 22.06 10.09
H 10.16 21.31 11.22
H 9.34 18.72 11.52
H 8.87 19.88 12.85
H 7.82 18.54 12.14
H 7.66 22.01 12.34
H 6.85 22.21 10.89
H 6.29 21.04 11.93
H 8.68 16.88 8.22
H 8.01 17.05 9.71
H 9.59 17.62 9.49
H 5.60 19.56 9.99
C 6.40 25.85 8.90
C 7.80 25.58 8.39
C 7.76 24.22 7.56
C 7.19 24.36 6.12
C 8.17 25.31 5.41
C 8.23 26.75 6.06
N 8.42 26.61 7.53
O 8.53 27.90 8.17
C 9.46 27.44 5.46
C 6.87 27.54 5.74
C 8.70 25.33 9.64
H 5.66 25.96 8.10
H 6.50 26.83 9.36
H 5.91 25.10 9.52
H 8.79 23.88 7.58
H 7.10 23.52 8.07
H 6.18 24.77 6.17
H 7.12 23.44 5.55
H 7.84 25.39 4.38
H 9.16 24.87 5.49
H 10.29 26.78 5.70
H 9.33 27.54 4.38
H 9.57 28.50 5.72
H 5.94 27.05 6.01
H 6.99 28.48 6.27
H 6.77 27.70 4.67
H 9.68 24.85 9.57
H 8.18 24.59 10.26
H 8.74 26.24 10.23
H 9.40 27.95 8.58
C 0.73 27.07 2.02
C 1.05 25.59 2.49
C 1.12 24.80 1.17
C 1.94 23.43 1.10
C 3.38 23.85 1.56
C 3.37 24.48 2.95
N 2.43 25.69 2.96
O 2.65 26.48 4.16
C 2.99 23.51 4.01
C 4.84 24.99 3.10
C -0.03 25.12 3.53
H 0.75 27.79 2.83
H -0.27 27.10 1.58
H 1.45 27.40 1.27
H 0.12 24.48 0.91
H 1.47 25.43 0.35
H 2.11 23.10 0.07
H 1.40 22.66 1.64
H 3.78 24.52 0.79
H 3.87 22.88 1.50
H 3.83 22.93 4.37
H 2.58 23.97 4.91
H 2.19 22.80 3.80
H 5.15 25.55 3.98
H 5.58 24.23 2.87
H 4.91 25.67 2.26
H -1.05 25.28 3.18
H 0.07 25.73 4.42
H 0.17 24.10 3.86
H 3.13 27.18 3.72
C 13.28 25.48 4.74
C 14.76 25.10 4.91
C 15.43 25.79 6.09
C 15.16 25.15 7.54
C 15.47 23.67 7.42
C 14.84 22.92 6.21
N 14.99 23.66 4.95
O 14.61 22.91 3.77
C 15.62 21.60 6.09
C 13.39 22.66 6.51
C 15.42 25.63 3.62
H 12.75 25.20 5.65
H 12.84 24.81 4.01
H 12.98 26.48 4.43
H 16.51 25.88 5.95
H 15.10 26.82 6.22
H 14.14 25.39 7.82
H 15.84 25.58 8.28
H 15.19 23.32 8.41
H 16.55 23.56 7.30
H 15.12 20.97 5.35
H 16.65 21.85 5.84
H 15.68 20.95 6.97
H 12.80 22.30 5.67
H 13.44 21.81 7.19
H 12.83 23.48 6.94
H 16.49 25.50 3.51
H 15.22 26.70 3.59
H 14.85 25.23 2.78
H 15.40 23.06 3.24
O 12.24 29.23 4.89
H 13.15 29.26 5.19
H 11.89 30.10 5.08
O 7.93 30.63 7.07
H 7.78 30.76 6.14
H 8.05 29.69 7.17
```

# 5
Density functional theory data (the ωB97M-V functional and the def2-TZVPD basis) for a 2-piece molecular cluster, C6H14N2O2 overall.

Results
- ΔE to the lowest compared entry with this formula, charge and spin: 13.7 kcal per mole
- SMILES string: CNC(C)=O.CNC(C)=O

Geometry as XYZ:
```
24
C6H14N2O2 the ωB97M-V functional and the def2-TZVPD basis
C 1.16 -0.19 2.02
C -1.47 2.52 1.95
C -0.19 0.45 1.78
O -1.15 -0.12 1.30
N -0.22 1.79 2.05
H 1.31 -0.84 1.21
H 0.51 2.20 2.58
H -1.56 3.37 2.62
H 1.97 0.53 2.20
H 1.17 -0.81 2.92
H -1.70 2.78 0.91
H -2.29 1.85 2.19
C -1.30 -2.03 -1.29
C 1.75 -0.20 -2.59
C 0.53 -1.11 -2.61
O 0.35 -1.89 -3.53
N -0.23 -1.09 -1.50
H -0.05 -0.46 -0.75
H -2.11 -1.92 -2.00
H 2.59 -0.83 -2.29
H 1.67 0.67 -1.92
H -0.94 -3.06 -1.35
H -1.74 -1.80 -0.33
H 1.95 0.20 -3.57
```

Number 1: calculated total energy -1012.06841 hartree, Kohn-Sham gap 0.35650 Eh, LUMO -3.12 eV. Number 2: calculated total energy -324.84524 hartree, Kohn-Sham gap 0.24845 Eh, LUMO -6.36 eV. Number 3: calculated total energy -897.64441 hartree, Kohn-Sham gap 0.34988 Eh, LUMO -3.42 eV. Number 4: calculated total energy -3542.59017 hartree, Kohn-Sham gap 0.31157 Eh, LUMO 0.35 eV. Number 5: calculated total energy -497.03569 hartree, Kohn-Sham gap 0.36213 Eh, LUMO 0.56 eV.